54
Properties=species:S:1:pos:R:3 method="wB97M-V/def2-TZVPD" homo_ev=-8.0 total_energy_ev=-43529.423 lumo_energy_ev=0.486 smiles="O=C(NCCN1CCOCC1)c1cc2n(n1)[C@@H](C(F)(F)F)C[C@H](c1ccc(F)cc1)N2" max_force_ha_per_bohr=0.021
F 7.631 -1.618 -1.720
H 3.017 -1.061 2.747
H 2.501 2.311 1.822
H -4.132 -0.343 1.622
C 2.349 1.408 -0.124
C 6.081 0.556 0.702
H -4.287 1.849 0.687
C -4.675 1.412 -0.238
C 3.812 0.607 1.759
C 3.167 1.837 1.097
H -6.473 -1.291 -0.121
C 7.031 0.031 -0.153
C 1.704 -0.494 1.325
C 4.826 -0.032 0.825
F 0.561 2.945 0.253
N 1.497 0.316 0.254
H -4.386 2.051 -1.074
H 3.933 2.551 0.797
O -1.810 -2.719 0.302
H 3.570 -1.645 0.161
C 4.535 -1.166 0.079
F 0.895 2.341 -1.786
H -6.623 0.961 -1.090
H -6.632 2.311 0.078
H -1.400 -0.361 -1.720
H 3.005 1.116 -0.959
C -6.054 -0.809 0.777
N -4.057 0.106 -0.385
H 4.339 0.944 2.660
H 6.318 1.434 1.285
H -5.135 -0.837 -1.993
C 6.711 -1.098 -0.886
H -4.114 -1.760 0.566
O -6.603 0.487 0.920
H -3.895 0.361 -2.416
C 5.475 -1.707 -0.781
H 0.505 -2.220 2.005
H -3.046 -1.814 -2.984
C 1.500 2.584 -0.625
C -0.092 -1.088 0.192
N 0.411 -0.039 -0.444
C -6.204 1.331 -0.139
H -6.371 -1.369 1.657
N -1.823 -1.221 -1.404
H -3.422 -2.483 -1.381
C 0.684 -1.422 1.317
H 8.006 0.479 -0.254
N 2.742 -0.264 2.194
C -3.117 -1.581 -1.916
C -1.325 -1.759 -0.270
C -4.139 -0.449 -1.722
C -4.524 -0.759 0.688
H 5.257 -2.588 -1.363
F 2.275 3.668 -0.823

***

57
Properties=species:S:1:pos:R:3 method="wB97M-V/def2-TZVPD" homo_ev="-12.4 / -12.6" total_energy_ev=-57857.732 multiplicity=5 lumo_energy_ev="-3.926 / -5.928" s2=6.02 charge=+1 max_force_ha_per_bohr=0.003
H -2.650 -2.028 1.097
C 0.369 -2.208 -0.376
H -3.053 3.588 0.825
C 4.097 1.413 3.549
H -2.316 4.416 -0.580
H 3.022 0.680 5.257
O -0.754 2.145 -1.454
O 6.124 2.464 3.785
C -3.237 -1.494 -1.327
H -2.794 0.115 -3.253
C 2.589 -1.627 -1.433
H -3.671 -1.389 -2.315
C 3.062 1.164 1.406
H 1.253 -2.490 1.560
N 0.887 -0.357 4.068
H 3.021 -1.599 -0.433
H -1.745 -0.721 -4.402
H 1.805 0.581 -3.236
S -2.048 2.118 -0.651
H -1.142 -2.634 1.765
C 3.036 0.795 4.183
H -1.275 3.832 0.762
C -1.769 -2.628 0.877
C -1.030 -2.079 -0.309
C -1.762 -0.099 -3.502
H 1.822 -1.014 -3.967
O 0.465 0.155 5.077
H -3.582 -2.440 -0.914
O -1.688 1.060 0.380
H -2.107 -3.652 0.697
O 0.484 -1.388 3.568
H -1.290 0.849 -3.749
H 0.525 0.106 -4.347
H 3.031 -0.823 -2.014
C 1.989 0.499 2.012
H 0.488 -3.922 0.895
H 4.971 2.091 1.719
O 0.957 -0.007 1.314
O 4.160 1.776 -0.604
C -1.735 -1.450 -1.352
O -3.225 1.860 -1.394
O 2.002 1.313 -0.793
C 1.168 -0.247 -3.550
H -3.642 -0.696 -0.699
C 2.005 0.327 3.400
C 3.159 1.437 -0.058
C 1.085 -3.049 0.636
C -1.036 -0.798 -2.385
C 0.385 -0.827 -2.398
N 5.228 1.899 4.368
C 1.087 -1.537 -1.387
O 5.166 1.692 5.560
Os 0.275 0.725 -0.312
C 4.129 1.599 2.186
H 2.891 -2.574 -1.888
H 2.043 -3.401 0.265
C -2.177 3.651 0.182

***

51
Properties=species:S:1:pos:R:3 method="wB97M-V/def2-TZVPD" homo_ev=-8.3 total_energy_ev=-44608.327 lumo_energy_ev=-0.626 max_force_ha_per_bohr=0.025
C 1.579 3.157 -1.720
H 1.420 -2.701 0.132
O 1.129 0.639 -2.938
C 2.625 -1.943 -3.215
C 1.320 -1.644 -0.053
H -1.442 0.915 -2.134
C 1.190 0.194 -1.626
C -1.274 1.029 -3.203
C 1.040 0.597 0.745
C 1.092 1.094 -0.556
O 1.494 -2.098 -2.366
H -2.149 0.665 -3.734
H 3.520 3.601 -2.522
C -1.589 1.040 3.438
C -2.865 0.465 1.021
N -1.528 -1.374 0.675
C 3.932 -2.201 -2.474
H 0.009 -1.020 4.118
C -3.309 1.557 1.782
C -1.773 -0.346 1.490
H 2.639 -0.945 -3.666
O 1.790 -2.076 2.870
H 3.303 1.909 -2.067
O 0.966 2.446 -0.653
C 3.085 2.935 -1.783
H 1.356 4.202 -1.487
C -0.934 1.394 4.740
H 3.536 3.136 -0.814
N -3.357 0.016 -0.136
H 1.124 2.900 -2.680
H 3.918 -3.191 -2.025
H -0.218 -0.833 -3.504
H -1.147 2.088 -3.419
H 4.766 -2.137 -3.168
H 0.931 1.314 1.544
C -1.109 -0.023 2.695
H 0.184 0.435 -4.690
C 1.362 -1.174 -1.356
N -0.017 -0.775 3.136
S -2.544 -1.303 -0.564
C -2.680 1.804 2.970
H -1.295 2.352 5.103
H -4.129 2.160 1.429
H 4.070 -1.466 -1.684
H 2.475 -2.687 -4.001
C 1.005 -1.289 2.386
C -0.044 0.241 -3.638
H 0.148 1.449 4.624
H -3.012 2.631 3.580
H -1.153 0.639 5.496
C 1.106 -0.763 0.997

***

47
Properties=species:S:1:pos:R:3 method="wB97M-V/def2-TZVPD" homo_ev=-7.9 total_energy_ev=-28730.436 lumo_energy_ev=0.100 smiles="CCOC(=O)C1CCN(C(=O)Cc2cccc3ccccc23)CC1" max_force_ha_per_bohr=0.339
H -0.472 2.538 -1.681
C -4.552 -2.861 0.772
H -1.756 3.475 -0.522
H 1.899 2.617 -1.124
H 3.133 -4.280 0.624
H -0.590 1.839 2.530
C 4.214 -2.353 0.433
C -3.086 1.222 -0.154
H -3.584 -3.129 1.305
C 1.887 -2.513 0.229
H 5.323 -2.955 0.540
H -2.672 1.768 -2.100
C 1.666 1.632 -0.662
H 0.938 -0.952 -0.393
H -3.452 -3.000 -1.210
H -1.508 0.350 -1.337
O 1.342 1.443 1.451
C 3.177 -3.070 0.358
O -5.312 0.028 -0.110
C 5.545 1.150 -0.322
H -4.869 -1.933 -1.285
C 5.457 -0.251 0.111
H 6.439 -0.681 0.142
H -3.002 0.994 2.136
H -1.767 0.046 1.493
H -3.716 1.971 0.077
C 0.918 1.826 0.526
C -2.131 1.365 -1.291
C -1.180 2.553 -0.990
C 4.176 1.615 -0.430
H 1.165 1.007 -1.591
C -2.265 0.987 1.105
C 3.140 -0.409 -0.258
C -1.235 2.306 1.520
H -1.906 3.193 1.687
C 3.074 0.800 -0.465
C -4.004 -2.285 -0.648
H 6.314 1.607 -0.388
O -3.344 -1.275 -0.609
H 4.230 2.773 -0.684
C 4.257 -1.069 -0.083
C 1.887 -1.054 -0.457
H 1.082 -2.991 0.050
N -0.359 1.992 0.232
C -4.080 -0.038 -0.213
H -5.363 -2.100 1.127
H -5.061 -3.897 0.557

***

56
Properties=species:S:1:pos:R:3 method="wB97M-V/def2-TZVPD" homo_ev=-8.7 total_energy_ev=-54960.981 lumo_energy_ev=-2.022 smiles="C#CC1=C([PH2]=O)C(=O)C=CC1=O.C[C@@H]1COC(=O)O1.C[C@@H]1COC(=O)O1.C[C@@H]1COC(=O)O1" max_force_ha_per_bohr=0.193
H 3.411 3.275 0.120
H -0.893 -7.074 2.921
C 0.361 -0.366 1.569
H -1.040 -8.059 -0.176
C 2.464 -2.082 1.698
H -2.426 -7.893 2.580
C -1.841 -6.467 1.063
O 1.595 1.740 -1.810
O 2.237 -0.422 -1.401
H -2.823 -6.593 0.590
O 4.781 -1.104 0.869
O -1.709 5.516 0.957
H 2.941 -3.130 1.921
C 0.331 3.675 1.815
C 0.773 2.428 1.278
C 0.234 -2.221 -3.833
C 1.558 0.552 -2.086
H 0.190 -7.224 0.808
C 1.312 -1.315 -3.270
H -2.404 -6.200 3.134
C 2.915 0.678 1.136
O 0.836 0.012 -3.110
H 2.508 -2.432 -1.844
C -0.748 -7.098 0.255
H 5.272 1.832 0.073
H -0.073 4.692 2.292
O -0.975 -0.115 1.591
P 4.085 2.190 0.834
O -0.648 -3.844 -0.736
C -2.465 7.119 -0.460
H -3.930 7.585 -1.980
H 0.223 -2.727 2.154
O -1.503 -5.091 0.985
O -0.535 -6.132 -0.762
C -3.670 7.890 -0.961
C 3.511 -0.870 1.221
H -1.694 7.082 -1.239
H 0.669 -3.148 -4.221
O -1.892 7.744 0.678
C 0.981 -1.860 1.843
H 0.902 -1.961 -1.227
C 1.430 0.890 1.304
H -3.720 5.718 0.646
H -3.472 8.967 -0.955
H -2.824 4.993 -0.715
O 4.605 2.711 2.247
H -4.546 7.725 -0.325
C -1.897 -6.938 2.504
H 2.166 -1.279 -3.958
C -1.300 6.747 1.399
C -0.877 -4.923 -0.216
O -0.514 6.924 2.315
C 1.734 -1.660 -1.874
H -0.505 -2.488 -3.070
C -2.789 5.754 0.069
H -0.311 -1.721 -4.641

***

62
Properties=species:S:1:pos:R:3 method="wB97M-V/def2-TZVPD" homo_ev="-5.8 / -5.8" total_energy_ev=-55935.154 multiplicity=6 lumo_energy_ev="1.685 / 0.563" s2=8.76 charge=-1 max_force_ha_per_bohr=0.066
B -3.164 -1.575 1.545
C 0.310 3.080 -0.619
H -0.869 -0.570 2.639
C 3.171 -0.167 1.304
H -0.940 1.833 3.519
Ru 0.044 -0.114 -0.111
H 5.700 2.017 3.259
C 2.586 -2.103 0.217
C 3.810 -2.720 0.538
H -4.937 -0.405 -3.673
H -2.620 -1.794 -1.310
F -2.870 -2.648 2.335
O 1.481 1.167 -1.523
H -0.557 1.432 -2.997
O 1.834 -4.013 -0.963
N -3.122 -1.354 -3.277
O 0.619 -2.149 -1.096
C 3.783 1.946 2.289
H -2.009 1.328 2.189
H -3.182 0.412 -0.662
H -3.763 1.459 -4.635
N 2.268 -0.901 0.616
H -2.308 1.813 -1.345
N -1.941 0.510 -4.251
H 1.938 1.576 1.262
H -0.431 3.413 -1.359
C -2.487 -0.826 -4.473
C 5.004 1.398 2.713
F -3.434 -0.465 2.319
C 4.710 -2.042 1.307
N -0.244 2.158 0.302
C -0.967 1.470 2.484
C -0.368 2.555 1.576
H -1.672 -1.493 -4.767
C -3.027 1.387 -3.827
H 3.972 -3.720 0.164
C 5.319 0.097 2.422
H 0.596 0.187 2.849
C -0.968 0.432 -3.167
H -1.317 -2.078 -2.486
O -0.103 3.669 2.018
H 5.644 -2.495 1.611
H -0.157 -0.242 -3.458
H 0.734 3.959 -0.117
H -3.228 -0.778 -5.280
C -4.190 -0.448 -2.875
N -3.686 0.898 -2.623
C 1.457 2.412 -1.520
C 4.424 -0.715 1.694
N -1.585 -0.071 -1.936
N -0.275 0.195 2.324
C 1.578 -2.848 -0.694
C -2.135 -1.409 -2.207
C -2.694 0.811 -1.556
O 2.149 3.202 -2.136
F -4.191 -1.816 0.672
H 3.559 2.983 2.492
H -4.654 -0.826 -1.962
F -1.988 -1.258 0.765
H 6.266 -0.320 2.734
C 2.878 1.175 1.612
H -2.619 2.383 -3.628